(1)
{
  "formula": "C28H48BrHfN3P2S",
  "method": "ωB97M-V/def2-TZVPD",
  "homo_ev": [-18.391, -18.365],
  "energy_ev": -135000.2827,
  "orbital_gap_ev": [2.641, 2.604],
  "total_charge": 4,
  "species": ["N", "C", "C", "C", "C", "C", "C", "Hf", "P", "C", "C", "C", "C", "C", "C", "C", "Br", "H", "H", "H", "H", "H", "H", "H", "H", "H", "H", "P", "C", "C", "H", "H", "H", "H", "H", "C", "C", "H", "H", "H", "H", "H", "C", "C", "H", "H", "H", "H", "H", "C", "C", "H", "H", "H", "H", "H", "C", "C", "H", "H", "H", "H", "H", "C", "C", "H", "H", "H", "H", "H", "C", "N", "C", "S", "N", "C", "H", "H", "H", "H", "H", "H", "H", "H"],
  "coordinates": [[5.59, -2.37, 2.78], [4.85, -3.27, 2.13], [3.83, -2.93, 1.23], [3.55, -1.56, 1.03], [4.22, -0.62, 1.82], [5.25, -1.08, 2.67], [2.65, -1.15, -0.11], [0.58, -0.44, 0.01], [-2.03, 2.02, -2.20], [2.57, 0.26, -0.58], [2.80, 0.58, -2.04], [2.39, 1.86, -2.48], [1.97, 2.02, -3.83], [2.15, 0.93, -4.62], [2.82, -0.21, -4.35], [3.21, -0.38, -2.98], [0.20, -0.98, -2.66], [2.66, -1.94, -0.88], [2.92, 1.05, 0.10], [3.30, -3.71, 0.67], [4.01, 0.45, 1.77], [5.09, -4.32, 2.32], [5.82, -0.36, 3.26], [2.36, 2.67, -1.74], [3.76, -1.26, -2.66], [1.53, 2.97, -4.18], [3.03, -0.99, -5.09], [-0.23, 0.60, 2.29], [-1.37, 1.57, -3.85], [-1.67, 2.59, -4.95], [-1.78, 0.59, -4.14], [-0.29, 1.44, -3.74], [-1.44, 2.17, -5.94], [-2.73, 2.88, -4.93], [-1.05, 3.50, -4.83], [-0.66, 2.58, -1.17], [-0.64, 4.12, -1.14], [0.28, 2.17, -1.57], [-0.83, 2.20, -0.14], [0.26, 4.49, -0.63], [-0.66, 4.54, -2.15], [-1.51, 4.51, -0.60], [-2.80, 0.56, -1.46], [-4.32, 0.70, -1.63], [-2.51, 0.54, -0.39], [-2.39, -0.35, -1.93], [-4.87, 0.20, -0.83], [-4.60, 1.76, -1.62], [-4.66, 0.28, -2.59], [-1.89, 0.03, 2.86], [-2.44, 0.63, 4.16], [-1.82, -1.07, 2.95], [-2.59, 0.23, 2.04], [-1.88, 0.31, 5.04], [-2.47, 1.73, 4.14], [-3.47, 0.28, 4.29], [-0.44, 2.43, 2.37], [0.80, 3.21, 1.93], [-0.70, 2.69, 3.41], [-1.32, 2.68, 1.76], [1.63, 3.05, 2.62], [1.15, 2.92, 0.92], [0.58, 4.28, 1.91], [0.74, 0.44, 3.85], [1.29, -0.95, 4.14], [0.07, 0.77, 4.66], [1.56, 1.17, 3.79], [2.16, -1.18, 3.51], [1.61, -1.01, 5.19], [0.53, -1.74, 3.98], [-2.32, -4.71, -1.44], [-1.53, -3.56, -0.98], [-1.34, -3.23, 0.30], [0.27, -2.66, 0.83], [-2.31, -3.36, 1.22], [-3.74, -3.28, 0.87], [-2.60, -5.36, -0.60], [-1.72, -5.29, -2.15], [-3.22, -4.35, -1.95], [-0.85, -3.16, -1.63], [-2.04, -3.05, 2.15], [-4.10, -4.26, 0.53], [-4.27, -3.00, 1.79], [-3.94, -2.52, 0.10]],
  "mulliken_charge": [-0.4025, -0.5846, -0.3358, 1.0200, -0.0725, -0.4591, -0.8940, 0.4169, -0.1843, 0.2633, -0.7283, -0.3066, -0.5399, 0.6044, -0.7108, -0.1049, -0.4147, 0.8453, 0.7460, 0.4719, 0.3985, 0.4260, 0.4254, 0.5805, 0.6250, 0.5029, 0.4746, 0.5282, 0.8969, -1.3427, 0.5755, -1.2046, 0.4137, 0.3869, 0.3384, 3.8348, -1.5097, -1.6755, -1.9255, 0.3809, 0.4730, 0.4339, 1.3191, -1.4341, -0.8367, 0.1853, 0.3841, 0.4733, 0.3863, 0.0210, -1.4281, -0.0752, 0.3167, 0.4000, 0.3625, 0.4280, -1.0924, -0.9580, 0.6521, 0.6230, 0.4030, -0.0440, 0.4121, -0.8296, -1.0041, 0.5667, 0.5010, 0.1756, 0.4589, 0.2329, -1.0357, 0.1392, 0.3689, -0.1797, -0.1365, -1.0392, 0.3931, 0.3614, 0.3680, -0.0104, 0.4262, 0.3619, 0.3997, 0.3166]
}



(2)
{
  "formula": "C37H38AsIrN6O4SSe",
  "method": "ωB97M-V/def2-TZVPD",
  "homo_ev": -13.024,
  "e_above_lowest_ev": 0.000,
  "energy_ev": -195962.6199,
  "orbital_gap_ev": 7.057,
  "total_charge": 2,
  "species": ["Ir", "N", "C", "C", "C", "N", "C", "C", "N", "C", "H", "H", "H", "H", "H", "H", "H", "H", "H", "H", "H", "H", "H", "H", "H", "H", "S", "C", "C", "C", "C", "C", "C", "As", "C", "C", "C", "C", "C", "C", "C", "C", "C", "C", "C", "C", "H", "H", "H", "H", "H", "H", "H", "H", "H", "H", "H", "H", "H", "H", "O", "C", "O", "C", "C", "C", "C", "C", "C", "N", "O", "O", "H", "H", "H", "H", "Se", "N", "C", "C", "C", "C", "C", "C", "N", "H", "H", "H", "H"],
  "coordinates": [[-0.62, -1.39, 0.45], [2.47, -0.72, 4.29], [1.62, -1.60, 3.44], [0.36, -1.98, 4.21], [-0.61, -2.83, 3.41], [-1.39, -1.99, 2.46], [0.09, -3.97, 2.68], [1.37, -3.54, 1.98], [1.07, -2.70, 0.79], [2.33, -2.83, 2.93], [2.00, 0.24, 4.15], [3.42, -0.66, 3.94], [2.51, -1.01, 5.27], [1.34, -0.97, 2.60], [-0.14, -1.08, 4.59], [0.65, -2.57, 5.09], [-1.32, -3.25, 4.12], [-1.57, -1.10, 2.92], [-2.30, -2.41, 2.30], [-0.59, -4.44, 1.96], [0.34, -4.75, 3.41], [1.87, -4.44, 1.61], [0.81, -3.37, 0.05], [1.93, -2.28, 0.43], [3.25, -2.57, 2.40], [2.59, -3.51, 3.74], [-1.05, -3.05, -1.09], [-0.61, -2.45, -2.71], [-0.96, -3.24, -3.81], [-0.69, -2.79, -5.09], [-0.10, -1.54, -5.30], [0.24, -0.76, -4.21], [0.00, -1.23, -2.93], [0.46, -0.27, -1.35], [2.34, -0.56, -1.03], [2.97, -1.64, -1.66], [4.28, -1.96, -1.33], [4.97, -1.20, -0.39], [4.34, -0.13, 0.23], [3.03, 0.19, -0.08], [0.24, 1.58, -1.79], [-1.02, 2.01, -2.20], [-1.18, 3.29, -2.72], [-0.08, 4.14, -2.81], [1.17, 3.71, -2.41], [1.34, 2.42, -1.92], [-1.44, -4.20, -3.66], [-0.97, -3.40, -5.94], [0.08, -1.19, -6.31], [0.70, 0.22, -4.36], [2.44, -2.22, -2.41], [4.78, -2.78, -1.83], [6.00, -1.44, -0.16], [4.89, 0.48, 0.95], [2.54, 1.02, 0.42], [-1.88, 1.35, -2.15], [-2.16, 3.63, -3.03], [-0.21, 5.14, -3.21], [2.03, 4.36, -2.50], [2.33, 2.08, -1.65], [1.28, 1.30, 3.40], [0.56, 1.44, 2.38], [0.03, 0.48, 1.73], [0.31, 2.84, 1.91], [1.07, 3.90, 2.41], [0.81, 5.20, 1.99], [-0.23, 5.47, 1.11], [-0.99, 4.40, 0.66], [-0.72, 3.10, 1.01], [-2.14, 4.65, -0.22], [-2.24, 5.73, -0.74], [-2.93, 3.73, -0.37], [1.85, 3.70, 3.12], [1.42, 6.01, 2.37], [-0.47, 6.47, 0.80], [-1.30, 2.30, 0.59], [-2.96, 0.65, 1.65], [-2.44, -0.35, 0.22], [-3.38, -0.21, -0.72], [-3.43, -0.80, -2.01], [-4.47, -0.52, -2.83], [-5.55, 0.35, -2.45], [-5.57, 0.91, -1.22], [-4.49, 0.64, -0.32], [-4.44, 1.15, 0.89], [-2.66, -1.48, -2.33], [-4.50, -0.97, -3.81], [-6.34, 0.54, -3.15], [-6.36, 1.57, -0.88]],
  "mulliken_charge": [5.0587, 0.0875, 1.8268, -1.5617, -0.0076, -0.8633, -1.7025, 0.3233, -0.7889, -1.5594, 0.4061, 0.4170, 0.4001, -1.2453, 0.4160, 0.4978, 0.5044, 0.0843, 0.3683, 0.4569, 0.5840, 0.4985, 0.5672, -0.4270, 0.4453, 0.4442, -0.7719, 0.5330, -0.4539, -0.7805, -0.8005, -0.9940, 0.1962, 1.1865, -0.6700, -0.2836, -0.8696, -0.7693, -1.2297, 0.3418, 0.4709, -0.0092, -0.9339, -0.6155, -0.9515, -0.5222, 0.4881, 0.4182, 0.4534, 0.5189, 0.4908, 0.5004, 0.4491, 0.5439, 0.5263, 0.3583, 0.4236, 0.4412, 0.4909, 0.4757, -0.9309, -0.7798, -0.5711, 0.6721, -0.8030, -0.8449, -0.7654, -0.4083, 1.1230, 1.1300, -0.6068, -0.5210, 0.4925, 0.4433, 0.5651, -0.2011, 0.3813, -0.3496, 1.1184, -0.4610, -0.5408, -0.7191, -0.8491, 0.4989, -0.6467, 0.2575, 0.4897, 0.4372, 0.5066]
}



(3)
{
  "formula": "C5H14",
  "method": "ωB97M-V/def2-TZVPD",
  "homo_ev": -11.397,
  "e_above_lowest_ev": 0.437,
  "energy_ev": -5411.6127,
  "orbital_gap_ev": 12.530,
  "total_charge": 0,
  "smiles": "CCC.CC",
  "species": ["C", "C", "C", "H", "H", "H", "H", "H", "H", "H", "H", "C", "C", "H", "H", "H", "H", "H", "H"],
  "coordinates": [[1.07, 0.78, 0.13], [1.44, 2.23, -0.12], [1.26, 0.36, 1.57], [1.73, 0.17, -0.50], [0.02, 0.58, -0.07], [1.11, 2.61, -1.10], [1.03, 2.89, 0.65], [0.54, 0.84, 2.24], [2.51, 2.45, -0.14], [2.21, 0.51, 2.09], [1.11, -0.73, 1.62], [-1.98, -1.35, -1.48], [-1.66, -1.95, -0.10], [-2.39, -2.10, -2.15], [-2.76, -0.59, -1.38], [-1.11, -0.82, -1.87], [-2.53, -2.49, 0.25], [-0.99, -2.82, -0.18], [-1.13, -1.19, 0.47]],
  "mulliken_charge": [0.3186, -1.3081, -1.2529, 0.2313, -0.0117, 0.3478, 0.3111, 0.3255, 0.3298, 0.3847, 0.3195, -0.8804, -0.6756, 0.3421, 0.2531, 0.2688, 0.3347, 0.2511, 0.1105]
}



Please write out number 3 again, unchanged.
{
  "formula": "C5H14",
  "method": "ωB97M-V/def2-TZVPD",
  "homo_ev": -11.397,
  "e_above_lowest_ev": 0.437,
  "energy_ev": -5411.6127,
  "orbital_gap_ev": 12.530,
  "total_charge": 0,
  "smiles": "CCC.CC",
  "species": ["C", "C", "C", "H", "H", "H", "H", "H", "H", "H", "H", "C", "C", "H", "H", "H", "H", "H", "H"],
  "coordinates": [[1.07, 0.78, 0.13], [1.44, 2.23, -0.12], [1.26, 0.36, 1.57], [1.73, 0.17, -0.50], [0.02, 0.58, -0.07], [1.11, 2.61, -1.10], [1.03, 2.89, 0.65], [0.54, 0.84, 2.24], [2.51, 2.45, -0.14], [2.21, 0.51, 2.09], [1.11, -0.73, 1.62], [-1.98, -1.35, -1.48], [-1.66, -1.95, -0.10], [-2.39, -2.10, -2.15], [-2.76, -0.59, -1.38], [-1.11, -0.82, -1.87], [-2.53, -2.49, 0.25], [-0.99, -2.82, -0.18], [-1.13, -1.19, 0.47]],
  "mulliken_charge": [0.3186, -1.3081, -1.2529, 0.2313, -0.0117, 0.3478, 0.3111, 0.3255, 0.3298, 0.3847, 0.3195, -0.8804, -0.6756, 0.3421, 0.2531, 0.2688, 0.3347, 0.2511, 0.1105]
}